1.
{
  "formula": "C22H28BBr27N2O5S",
  "method": "wB97M-V/def2-TZVPD",
  "homo_lumo_gap_ev": 8.368,
  "e_homo_ev": -9.3,
  "species": ["C", "C", "O", "C", "C", "O", "C", "C", "O", "C", "C", "C", "C", "B", "O", "O", "C", "N", "S", "N", "C", "C", "H", "H", "H", "H", "H", "H", "H", "H", "H", "H", "H", "H", "H", "H", "H", "H", "H", "H", "H", "C", "Br", "Br", "Br", "H", "C", "Br", "Br", "Br", "H", "C", "Br", "Br", "Br", "H", "C", "Br", "Br", "Br", "H", "C", "Br", "Br", "Br", "H", "C", "Br", "Br", "Br", "H", "C", "Br", "Br", "Br", "H", "C", "Br", "Br", "Br", "H", "C", "Br", "Br", "Br", "H"],
  "xyz": [[-9.5843, 2.3171, 8.4823], [-8.6619, 3.1106, 7.5012], [-7.6316, 2.2165, 7.1095], [-6.4144, 2.9006, 6.7588], [-6.2068, 2.6639, 5.2457], [-4.9994, 3.2776, 4.7553], [-4.5120, 2.4345, 3.6992], [-3.5539, 3.1942, 2.7684], [-2.6789, 2.2855, 2.0690], [-1.5332, 3.0380, 1.6821], [-0.7238, 2.3837, 0.5711], [-1.1924, 2.2560, -0.8047], [-0.3933, 1.6810, -1.7658], [-0.8719, 1.5247, -3.2751], [-1.5150, 0.3850, -3.8112], [-0.6848, 2.6474, -4.0984], [0.9240, 1.2057, -1.4003], [1.7987, 0.6556, -2.2802], [3.0868, 0.3237, -1.3400], [2.6431, 0.8035, 0.1421], [1.3998, 1.2945, -0.0358], [0.5122, 1.8992, 0.9182], [-9.0557, 2.1713, 9.4422], [-10.5502, 2.8212, 8.6538], [-9.7885, 1.3377, 8.0068], [-9.3076, 3.4397, 6.6577], [-8.3036, 3.9980, 8.0566], [-5.6146, 2.3372, 7.2821], [-6.4175, 3.9604, 7.0601], [-6.0721, 1.5698, 5.1201], [-7.0723, 3.0419, 4.6672], [-5.3790, 2.1133, 3.0859], [-3.9847, 1.5865, 4.1765], [-2.9422, 3.9495, 3.3064], [-4.1133, 3.7381, 1.9741], [-0.8862, 3.2602, 2.5541], [-1.8903, 4.0189, 1.2834], [-2.1839, 2.6507, -1.0724], [-1.0707, -0.4078, -3.4584], [-1.2450, 3.3457, -3.7118], [0.8293, 1.9817, 1.9897], [5.6296, -1.9654, -3.2295], [5.5630, -3.8692, -3.5487], [7.3888, -1.2415, -3.5587], [4.2807, -1.0120, -4.2305], [5.4102, -1.8121, -2.1791], [0.4425, 0.1996, -7.4201], [-0.9303, -0.8065, -8.3390], [-0.1238, 0.6974, -5.6269], [2.1388, -0.7366, -7.4153], [0.5900, 1.1122, -7.9809], [3.9672, 3.5266, 3.4653], [2.4474, 3.2515, 2.2992], [5.0418, 5.0320, 2.9080], [3.4302, 3.6738, 5.3130], [4.5907, 2.6446, 3.3845], [-0.0138, -4.5587, -6.3846], [-1.3198, -5.6699, -7.2658], [-0.6092, -4.0146, -4.6266], [1.7247, -5.3976, -6.3383], [0.0872, -3.6574, -6.9749], [5.7499, -6.2364, 0.0453], [5.8326, -7.6365, 1.3721], [3.9602, -5.5483, -0.1600], [7.0273, -4.8333, 0.4039], [6.0270, -6.6805, -0.9028], [-2.2490, 3.1082, -9.7552], [-3.9180, 2.2048, -10.1038], [-1.4991, 2.5883, -8.0552], [-0.9862, 2.8656, -11.1947], [-2.4665, 4.1670, -9.6983], [0.0868, -6.9847, -1.7009], [1.5979, -6.2916, -2.6752], [-0.0272, -8.9064, -1.8284], [0.0837, -6.3844, 0.1347], [-0.8035, -6.5820, -2.1685], [5.4872, -3.3874, 4.0098], [4.2943, -4.3702, 5.1639], [4.5723, -2.6906, 2.4637], [6.4338, -2.0025, 4.9659], [6.2300, -4.0890, 3.6485], [10.2415, -2.6779, -0.8144], [9.3489, -2.4496, 0.8873], [9.2785, -3.8724, -1.9873], [10.6043, -0.9796, -1.6574], [11.1987, -3.1396, -0.6095]],
  "atomic_forces_ev_per_a": [[0.450, -0.021, -0.582], [-1.700, -0.589, 1.046], [0.311, 1.422, 0.124], [0.336, -1.205, -0.491], [0.445, 0.211, 0.396], [-0.378, -0.426, -0.348], [0.229, 0.414, -0.184], [-0.024, 0.295, -0.350], [0.174, 0.479, 0.475], [-0.198, 0.592, -0.965], [0.319, -0.583, -0.033], [0.525, 0.056, 0.439], [-0.169, -0.478, 0.060], [-0.577, 0.332, 0.371], [0.561, 1.116, 2.697], [-1.691, -0.019, 1.193], [-0.387, 0.181, 0.064], [0.120, 0.327, 1.973], [0.369, -0.312, -0.191], [-0.902, 0.143, -1.232], [-0.855, 0.231, -0.605], [-0.186, -0.333, 0.892], [-0.357, -0.059, -0.453], [0.464, -0.070, -0.047], [0.063, 0.418, 0.428], [0.667, -0.061, 0.125], [0.219, -0.308, -0.503], [-0.206, 0.673, -0.143], [-0.006, -0.399, -0.199], [-0.585, 0.483, 0.056], [0.275, -0.330, 0.203], [0.522, -0.250, 0.345], [-0.261, 0.100, -0.518], [-0.442, -0.504, 0.093], [0.096, -0.093, 0.609], [-0.244, -0.224, -0.325], [0.247, -0.391, 0.226], [0.409, -0.270, 0.230], [-0.661, 0.076, 0.096], [0.681, 0.176, -0.172], [-0.998, -0.765, -1.468], [0.024, 0.140, 0.013], [-0.009, 0.152, -0.029], [-0.311, 0.015, -0.026], [0.105, -0.235, -0.064], [0.042, -0.047, -0.060], [0.559, 0.104, 0.233], [0.236, -0.208, 0.172], [1.560, -1.529, -4.261], [-0.166, -0.040, -0.002], [0.095, -0.184, -0.105], [0.071, 0.176, -0.064], [1.477, 0.946, 0.956], [-0.083, -0.099, 0.063], [0.021, 0.008, -0.166], [-0.067, 0.054, -0.011], [0.045, 0.029, -0.034], [0.108, 0.072, 0.116], [0.001, -0.005, -0.190], [-0.175, 0.100, -0.013], [-0.010, 0.026, 0.033], [-0.034, 0.061, 0.005], [-0.021, 0.136, -0.067], [0.244, -0.087, 0.134], [-0.372, -0.296, 0.195], [-0.014, 0.021, 0.078], [0.013, 0.061, 0.005], [0.160, 0.031, 0.032], [-0.435, 0.594, -0.135], [-0.094, -0.029, 0.123], [0.011, -0.082, -0.026], [-0.017, 0.023, -0.059], [-0.172, -0.164, 0.061], [0.036, 0.159, 0.035], [0.026, -0.052, -0.126], [0.068, -0.028, 0.029], [0.034, -0.072, -0.070], [0.088, 0.109, -0.094], [0.001, 0.057, 0.180], [-0.083, -0.091, -0.072], [-0.058, 0.049, 0.012], [0.006, -0.094, -0.110], [0.104, 0.091, -0.163], [0.427, 0.162, 0.025], [-0.016, -0.118, 0.102], [-0.078, 0.045, 0.012]],
  "mulliken_charge": [-1.15, -0.17, -0.31, -0.45, -0.31, -0.35, -0.30, -0.51, -0.34, -0.72, 0.56, -0.75, 0.17, 0.54, -0.61, -0.49, 0.71, -0.25, 0.21, -0.57, -0.03, -1.46, 0.29, 0.36, 0.29, 0.23, 0.30, 0.21, 0.35, 0.33, 0.20, 0.30, 0.29, 0.36, 0.22, 0.41, 0.36, 0.44, 0.33, 0.28, 0.89, -0.19, 0.00, 0.02, 0.00, 0.20, -0.61, 0.00, 0.34, -0.12, 0.45, -0.39, 0.20, -0.03, -0.03, 0.34, -0.02, -0.02, -0.02, -0.02, 0.03, -0.36, -0.06, 0.10, 0.11, 0.33, -0.36, -0.01, 0.06, -0.03, 0.36, -0.28, 0.03, -0.03, -0.04, 0.31, -0.26, -0.02, 0.05, -0.04, 0.25, -0.29, -0.08, -0.07, -0.04, 0.36]
}



2.
{
  "formula": "C22H28BN10O4STc",
  "method": "wB97M-V/def2-TZVPD",
  "homo_lumo_gap_ev": [8.168, 6.774],
  "relative_energy_ev": 0.025,
  "charge": 1,
  "multiplicity": 4,
  "e_homo_ev": [-10.4, -10.6],
  "species": ["Tc", "C", "C", "N", "N", "C", "B", "N", "C", "C", "C", "N", "N", "C", "C", "C", "N", "H", "H", "H", "H", "H", "H", "H", "H", "H", "H", "N", "C", "C", "C", "C", "N", "C", "N", "N", "C", "O", "O", "H", "H", "H", "H", "H", "H", "H", "H", "H", "H", "H", "H", "H", "H", "O", "C", "O", "C", "C", "C", "C", "C", "C", "S", "H", "H", "H", "H"],
  "xyz": [[1.4054, 0.1279, 0.1775], [-3.8297, 0.1868, 3.4023], [-3.0355, -0.7846, 2.7812], [-1.9180, -0.2543, 2.2943], [-1.9649, 1.0594, 2.5969], [-3.1016, 1.3469, 3.2617], [-0.8476, 2.0545, 2.2394], [-0.7967, 2.3144, 0.7098], [-1.4243, 3.3043, 0.0713], [-1.2029, 3.1723, -1.2916], [-0.4021, 2.0409, -1.4015], [-0.1848, 1.5164, -0.1873], [0.5340, 1.5878, 2.7645], [0.9586, 1.8748, 4.0011], [2.1904, 1.2913, 4.2136], [2.4711, 0.6398, 3.0242], [1.4697, 0.8142, 2.1503], [-4.7775, 0.0579, 3.8943], [-3.2166, -1.8450, 2.6889], [-3.3040, 2.3511, 3.5954], [-1.1176, 3.0967, 2.7665], [-1.9705, 4.0485, 0.6263], [-1.5205, 3.8413, -2.0728], [0.0783, 1.5983, -2.2607], [0.3527, 2.4876, 4.6475], [2.8032, 1.3441, 5.0951], [3.3357, 0.0655, 2.7396], [0.0321, -1.4446, 0.6456], [-0.9151, -1.5623, -0.4798], [-1.7018, -2.8658, -0.4134], [-2.8294, -3.0491, -1.4290], [-3.9289, -1.9852, -1.3905], [-3.5545, -0.6665, -1.9224], [-3.2962, -0.4095, -3.1999], [-3.5860, -1.2973, -4.1474], [-2.8418, 0.7999, -3.5465], [-0.1846, -1.2718, -1.7992], [-0.6651, -1.6140, -2.8636], [0.8962, -0.5617, -1.6782], [0.5087, -2.3279, 0.8143], [-0.5136, -1.1762, 1.4855], [-1.5904, -0.7165, -0.3293], [-2.1223, -2.9315, 0.5945], [-1.0052, -3.7009, -0.5275], [-3.3151, -4.0036, -1.2151], [-2.3937, -3.1182, -2.4236], [-4.2529, -1.8074, -0.3647], [-4.8160, -2.3298, -1.9265], [-3.3122, 0.0556, -1.2629], [-3.8303, -2.2389, -3.8999], [-3.2682, -1.1468, -5.0892], [-2.4684, 1.4058, -2.8291], [-2.4793, 0.9421, -4.4742], [4.3480, 2.8050, 0.1685], [3.9560, 1.7161, -0.1522], [2.6511, 1.4863, -0.3552], [4.8914, 0.5863, -0.4517], [6.1493, 0.9491, -0.9276], [7.0968, -0.0062, -1.2460], [6.7999, -1.3506, -1.0678], [5.5627, -1.7269, -0.5772], [4.5973, -0.7674, -0.2730], [3.1029, -1.4244, 0.4164], [6.3643, 2.0034, -1.0373], [8.0635, 0.2948, -1.6260], [7.5339, -2.1094, -1.3047], [5.3325, -2.7729, -0.4218]],
  "atomic_forces_ev_per_a": [[0.452, -0.233, -0.223], [0.006, -0.022, -0.021], [-0.019, -0.004, -0.017], [-0.010, 0.005, 0.012], [0.055, -0.009, 0.000], [-0.007, 0.004, 0.015], [-0.049, -0.003, -0.013], [-0.025, -0.071, -0.003], [0.009, 0.046, 0.019], [-0.027, -0.028, -0.003], [0.038, -0.043, 0.033], [-0.152, 0.275, -0.089], [0.041, 0.015, -0.034], [-0.005, 0.049, 0.007], [0.024, -0.005, 0.009], [-0.008, 0.030, -0.029], [-0.035, -0.040, 0.215], [0.010, 0.004, 0.001], [-0.006, -0.002, -0.004], [0.008, -0.006, -0.001], [0.001, -0.021, -0.009], [0.003, -0.006, -0.001], [0.010, 0.007, 0.005], [-0.034, -0.002, -0.001], [0.004, -0.003, -0.005], [-0.007, -0.001, -0.002], [-0.006, -0.013, 0.005], [0.014, -0.057, 0.126], [0.014, -0.020, 0.021], [-0.025, -0.004, -0.044], [-0.006, 0.073, -0.008], [-0.018, 0.045, 0.053], [0.149, -0.115, -0.080], [-0.061, 0.040, 0.078], [0.027, -0.011, 0.020], [0.072, -0.006, 0.048], [0.030, 0.193, 0.045], [-0.096, 0.027, -0.074], [0.055, -0.001, 0.115], [0.033, 0.005, -0.026], [-0.072, 0.003, -0.024], [-0.013, -0.026, -0.024], [0.016, -0.030, 0.037], [0.006, -0.011, 0.026], [-0.009, -0.006, -0.016], [-0.035, -0.011, -0.042], [0.002, 0.004, 0.005], [0.004, 0.002, -0.020], [-0.071, 0.014, 0.003], [0.015, -0.033, 0.016], [0.015, -0.003, -0.002], [-0.009, -0.007, -0.019], [-0.017, 0.000, -0.011], [0.023, 0.003, 0.025], [-0.094, 0.089, -0.104], [-0.010, -0.162, -0.094], [-0.044, -0.058, 0.084], [0.031, 0.016, 0.007], [-0.007, -0.013, -0.004], [-0.003, 0.018, 0.000], [0.009, -0.009, -0.005], [0.007, -0.012, 0.007], [-0.194, 0.141, 0.019], [-0.009, -0.005, -0.002], [-0.002, 0.003, 0.006], [-0.003, 0.002, -0.003], [0.004, 0.001, -0.005]],
  "nbo_charge": [1.24, -0.35, -0.05, -0.37, -0.33, -0.01, 0.54, -0.28, 0.04, -0.36, -0.03, -0.35, -0.30, 0.05, -0.33, 0.02, -0.32, 0.24, 0.21, 0.23, -0.02, 0.24, 0.25, 0.25, 0.24, 0.25, 0.24, -0.80, -0.17, -0.40, -0.43, -0.23, -0.56, 0.71, -0.76, -0.77, 0.79, -0.66, -0.67, 0.41, 0.46, 0.22, 0.21, 0.23, 0.23, 0.24, 0.23, 0.21, 0.42, 0.42, 0.42, 0.42, 0.42, -0.55, 0.78, -0.66, -0.23, -0.14, -0.21, -0.18, -0.25, -0.04, 0.02, 0.24, 0.23, 0.23, 0.22]
}



3.
{
  "formula": "C22H28ClN3O5S",
  "method": "wB97M-V/def2-TZVPD",
  "homo_lumo_gap_ev": 7.880,
  "relative_energy_ev": 19.738,
  "e_homo_ev": -8.2,
  "species": ["C", "H", "H", "H", "O", "C", "C", "C", "C", "C", "C", "O", "C", "H", "H", "H", "H", "C", "H", "H", "C", "N", "C", "O", "C", "N", "C", "C", "N", "S", "O", "O", "C", "C", "C", "C", "C", "C", "H", "H", "Cl", "H", "H", "C", "C", "H", "H", "H", "H", "H", "H", "H", "H", "H", "H", "H", "H", "H", "H", "H"],
  "xyz": [[1.4864, 2.8684, -2.2775], [1.1879, 3.8309, -2.6703], [1.2075, 2.1783, -3.0521], [2.5776, 2.8629, -2.4599], [1.1810, 2.4109, -1.1657], [-0.2114, 2.3803, -0.5736], [-1.3170, 2.5396, -1.3231], [-2.5588, 2.5151, -1.2021], [-2.8762, 2.1348, 0.1260], [-1.7212, 1.8832, 1.0832], [-0.4934, 2.3110, 0.7257], [0.3596, 1.9743, 1.6068], [1.8568, 1.9887, 1.4402], [2.2907, 2.1061, 2.5781], [2.3023, 1.4810, 0.7102], [1.9212, 3.1734, 1.3696], [-1.8974, 1.4820, 2.1715], [-4.2720, 1.7772, 0.7389], [-4.1842, 1.9134, 1.6824], [-4.9327, 2.6597, 0.4114], [-4.7553, 0.4806, 0.0067], [-3.9473, -0.4725, 0.6975], [-4.1443, -1.7611, 0.5953], [-5.3044, -2.2750, 0.4843], [-2.9341, -2.5814, 0.6627], [-1.6187, -2.0491, 0.5414], [-1.4133, -2.2918, -0.8761], [-0.3255, -0.8903, -1.2117], [0.7486, -1.2830, -0.2690], [2.0177, -2.3252, -0.9269], [1.9396, -2.0865, -2.4777], [1.9138, -3.6129, -0.5172], [3.4800, -1.3914, -0.3998], [4.3035, -2.1677, 0.4343], [5.4035, -1.4121, 0.9101], [5.6874, 0.1559, 0.5020], [4.7940, 0.5699, -0.5939], [3.6594, -0.1198, -0.5981], [2.9373, 0.3396, -1.5364], [4.8356, 1.7016, -0.6575], [7.1003, 0.7507, 1.1859], [5.9947, -1.7302, 1.8297], [4.0300, -3.0951, 0.8022], [0.5211, -1.5714, 1.0590], [-0.6236, -2.4146, 1.2144], [-0.5938, -2.5683, 2.3409], [-0.0654, -3.5740, 1.0148], [1.6405, -1.8831, 1.5353], [0.2855, -0.3763, 1.3436], [-0.1837, -1.0400, -2.1740], [-0.7309, -0.0068, -1.0087], [-2.3141, -1.8386, -1.4770], [-0.8657, -3.0361, -1.2896], [-2.9835, -3.8163, 0.5205], [-2.8396, -2.9746, 2.1030], [-2.8063, -0.2451, 0.8721], [-4.7438, 0.4673, -1.0691], [-5.8008, 0.2560, 0.4913], [-3.3082, 2.7555, -1.7641], [-0.8966, 2.9423, -2.2197]],
  "atomic_forces_ev_per_a": [[2.475, 1.667, -8.402], [-0.638, 0.879, 0.623], [-0.615, -0.523, -1.256], [0.018, 0.156, 0.731], [-4.502, -2.409, 10.457], [2.264, 1.255, -2.602], [8.668, 2.230, -6.189], [-4.161, -2.401, 7.908], [1.397, -1.615, 4.059], [-6.864, 0.929, -0.477], [1.667, -2.784, -0.088], [5.330, -1.585, 4.334], [-2.922, 8.081, 6.709], [-1.077, -1.859, -2.793], [1.400, -2.350, -2.646], [0.798, -2.230, -1.143], [0.311, 0.983, -2.340], [-0.279, 2.642, -10.360], [0.107, -0.562, 6.539], [0.592, -1.156, 0.290], [-2.389, 0.773, 5.449], [5.527, 1.053, -0.045], [-4.026, -2.862, -0.577], [3.081, 1.030, -0.073], [1.248, -6.639, 7.461], [-8.092, 0.940, -6.199], [-1.253, 9.890, -1.999], [-0.419, -7.268, 4.659], [4.056, -0.605, -5.577], [-2.199, 9.875, -8.838], [0.393, -0.734, 5.294], [0.382, -6.027, 2.906], [-1.384, -5.958, 2.303], [2.483, 4.631, 0.057], [0.557, 2.861, 1.006], [-2.796, -6.767, -1.848], [5.018, 3.915, 6.201], [-4.505, 3.169, -7.799], [1.272, -1.219, 3.085], [-0.205, -1.424, -1.122], [0.203, 0.844, -0.121], [-0.585, 0.174, -1.611], [-0.178, -1.833, 0.432], [3.258, 5.396, 2.006], [8.460, -7.539, 8.026], [-1.699, 0.489, -0.914], [-1.884, 2.211, -0.219], [-3.478, 0.628, -0.758], [0.249, -3.049, 0.893], [1.927, -0.348, -4.378], [-1.843, 3.499, 1.316], [1.339, -1.838, 1.104], [1.182, -2.982, -0.604], [-0.342, 3.417, -0.731], [-0.826, 1.429, -3.312], [-3.980, -0.518, -1.032], [0.156, 0.135, -0.323], [1.439, 0.467, -1.774], [-3.748, 1.431, -3.996], [-0.371, 0.006, -1.702]],
  "nbo_charge": [-0.23, 0.16, 0.15, 0.18, -0.52, 0.19, -0.23, -0.28, 0.08, -0.32, 0.30, -0.52, -0.27, 0.22, 0.21, 0.20, 0.25, -0.41, 0.21, 0.21, -0.21, -0.65, 0.60, -0.63, -0.26, -0.52, -0.23, -0.17, -0.69, 2.25, -0.95, -0.91, -0.29, -0.22, -0.20, -0.04, -0.24, -0.21, 0.26, 0.23, 0.10, 0.22, 0.25, -0.22, -0.23, 0.24, 0.13, 0.23, 0.20, 0.22, 0.19, 0.22, 0.21, 0.26, 0.18, 0.43, 0.21, 0.24, 0.22, 0.21]
}